The following is a quantum chemistry calculation of C2H12BClN4O2V as an isolated structure in a non-equilibrium geometry, from the Open Molecules 2025 dataset.

As for the total energy: -51210.77960 eV. The energy above the lowest of the compared OMol25 structures with the same formula, charge and spin is 0.0 kcal/mol. For the HOMO-LUMO gap (alpha / beta), the calculation gives 0.271 / 0.268 Ha. As for the max |F|: 3.16 eV/A. For the LUMO energy (alpha / beta), the calculation gives -1.9770 / -2.0578 eV.

The geometry in ORCA input format:
```
! RIJCOSX wB97M-V def2-TZVPD def2/J DEFGRID3
* xyz 0 4
V 23.29518 -0.10274 6.44114
B 22.58637 -2.15750 7.09120
H 21.99180 -1.21996 7.56201
H 22.36818 -3.19350 7.62497
H 22.32843 -2.23174 5.89482
H 23.76529 -1.86708 7.20036
Cl 23.32069 1.04555 8.62060
C 19.01206 0.85876 10.07149
O 17.93037 0.53078 10.53740
N 19.69707 0.03093 9.19944
N 19.63812 2.03254 10.40382
H 20.66854 0.16091 8.98474
H 19.31773 -0.89579 9.13440
H 20.51202 2.31223 9.99567
H 19.09751 2.65113 10.97666
C 22.07936 3.22205 12.30070
O 21.85454 3.97719 11.37046
N 21.95867 3.61997 13.61764
N 22.44963 1.91628 12.10480
H 21.88322 4.60735 13.76416
H 22.08378 2.97993 14.37823
H 22.58288 1.25306 12.84387
H 22.52703 1.63466 11.14539
*
```